Entry 1:
Formula: C5H8O
Source: the Open Molecules 2025 dataset
Level of theory: ωB97M-V/def2-TZVPD

```
14
Properties=species:S:1:pos:R:3:forces:R:3
C 0.9483 0.3190 -1.1422 -0.1 0.1 -0.2
C 1.5257 -0.1499 0.1578 -0.2 -0.1 0.1
C 0.0108 0.0244 -0.0144 0.2 -0.1 0.1
C -0.9113 0.7887 0.9601 0.3 0.4 0.1
O -1.7708 -0.3554 1.0758 0.0 0.0 0.1
C -1.1800 -0.9457 -0.0851 0.2 -0.3 -0.2
H 1.1622 1.3213 -1.4971 -0.1 0.0 0.1
H 0.9311 -0.4429 -1.9197 -0.1 0.3 0.0
H 2.0380 -1.1107 0.2120 -0.4 0.1 -0.1
H 2.0655 0.6215 0.7171 -0.5 -0.2 0.1
H -0.4667 1.0445 1.9264 0.0 0.0 -0.1
H -1.4783 1.6495 0.5757 0.3 -0.1 -0.1
H -1.0533 -2.0295 -0.0047 0.2 0.1 0.1
H -1.8213 -0.7347 -0.9616 0.4 -0.1 0.1
```
Positions in Å, forces in eV/Å.

Computed properties:
Multiplicity: 1
Max |F| (Eh/bohr): 0.01122
Kohn-Sham gap (eV): 10.55
Energy (eV): -7359.716
ΔE to the lowest compared entry with this formula, charge and spin (kcal/mol): 58.5

=====

Entry 2:
Formula: C13H15Br15F6O4
Source: the Open Molecules 2025 dataset
Level of theory: ωB97M-V/def2-TZVPD

```
53
Properties=species:S:1:pos:R:3:forces:R:3
C -0.1658 3.6594 4.1858 0.4 0.8 0.2
Br -0.4484 5.5215 3.5981 0.2 -0.7 0.3
Br 1.5816 3.5204 5.1566 -1.1 -0.1 -0.8
Br -0.3693 2.4549 2.6957 0.2 0.3 0.5
H -0.9431 3.4819 4.9290 0.3 -0.2 -0.2
C -1.9401 -0.4049 5.2287 0.6 -0.7 -0.9
Br -2.8143 -0.3386 3.4077 0.8 0.1 1.5
Br 0.0298 0.0366 5.1412 -1.6 -0.3 0.5
Br -2.1994 -2.2071 5.9838 0.2 1.0 -0.3
H -2.4014 0.3252 5.8938 0.1 -0.2 -0.3
C 1.4761 -0.7484 1.9164 -0.7 0.0 -0.7
Br 1.1815 -2.4718 2.8279 0.2 1.0 -0.6
Br 0.0094 -0.3257 0.5850 0.7 -0.6 1.0
Br 3.1730 -0.5998 1.0133 -0.3 -0.2 0.3
H 1.4075 0.0573 2.6474 0.0 -0.3 -0.1
C 0.8106 -5.3362 0.6535 0.2 -0.9 -0.5
Br 2.7746 -5.3816 0.3059 -1.3 0.1 0.4
Br 0.1846 -6.8686 1.7291 0.5 0.8 -0.4
Br -0.1509 -5.3646 -1.0641 0.5 0.1 0.7
H 0.5521 -4.4346 1.2089 0.2 -0.2 -0.4
C 4.2310 -2.4204 -2.2340 0.1 0.3 -0.9
Br 5.1815 -4.0906 -2.5943 -0.7 0.5 0.1
Br 2.2659 -2.4814 -2.5026 1.3 -0.2 0.0
Br 5.0923 -0.9797 -3.4123 -0.9 -1.1 1.3
H 4.3671 -2.2241 -1.1705 0.1 0.3 -0.4
C -2.4230 -2.6071 -1.2357 0.2 0.2 -0.5
C -2.5130 -1.3173 -2.0648 0.9 -1.8 -1.0
O -2.7918 -0.3728 -1.1138 -1.8 4.7 2.1
C -2.8976 0.9989 -1.4098 3.0 -1.6 -2.1
O -2.4413 1.4862 -2.4193 -1.1 -0.7 1.1
C -3.4310 1.9206 -0.3180 -0.7 1.0 0.1
F -2.5990 2.8886 0.1167 0.2 -0.5 -1.1
F -4.5358 2.5025 -0.8043 0.1 0.5 -0.6
F -3.8135 1.2911 0.7358 -0.4 -1.7 2.0
H -2.1592 -3.4611 -1.8595 -0.3 0.0 0.0
H -3.3395 -2.7777 -0.6708 -0.1 -0.1 -0.2
H -1.6224 -2.4848 -0.5062 0.0 0.0 0.0
H -3.2505 -1.3428 -2.8670 -0.3 0.0 0.1
H -1.5570 -1.1220 -2.5506 0.2 0.1 0.0
C 1.9144 1.2290 -3.6457 3.1 0.0 -0.9
C 1.0286 0.8849 -2.5390 0.8 -0.4 0.1
O 0.5444 2.1383 -2.0984 -1.6 1.9 1.9
C 1.0247 2.8090 -1.0205 3.9 -3.5 1.0
O 1.9661 2.4403 -0.2887 -2.9 0.8 -2.1
C 0.4640 4.1880 -0.8290 -0.2 0.3 1.1
F 1.4198 5.0880 -1.0683 0.0 0.1 0.2
F -0.5012 4.3528 -1.6820 -1.4 0.9 -0.5
F 0.0085 4.3837 0.4580 0.5 -0.1 -1.8
H 1.5421 1.8746 -4.4411 -0.5 -0.3 0.1
H 2.4028 0.3346 -4.0324 -0.5 -0.2 -0.5
H 2.8056 1.7131 -3.2461 0.0 0.6 0.1
H 1.5576 0.3782 -1.7318 -0.1 0.0 -0.1
H 0.3116 0.2041 -2.9978 -1.1 0.5 0.9
```
Positions in Å, forces in eV/Å.

Computed properties:
Multiplicity: 1
Max |F| (Eh/bohr): 0.10618
Kohn-Sham gap (eV): 9.36
Energy (eV): -1088853.692
ΔE to the lowest compared entry with this formula, charge and spin (kcal/mol): 0.0

=====

Entry 3:
Formula: C34H54AsF6N2NiO2
Source: the Open Molecules 2025 dataset
Level of theory: ωB97M-V/def2-TZVPD

```
100
Properties=species:S:1:pos:R:3:forces:R:3
Ni -0.0512 -0.9511 0.8934 0.2 1.4 0.6
C 2.3820 -2.8315 3.3329 0.1 0.1 0.0
N 2.7391 -1.5781 2.6892 -0.1 0.0 -0.3
C 4.1634 -1.5231 2.4215 -0.1 0.0 0.0
C 2.2817 -0.3978 3.4003 -0.1 0.1 -0.2
C 2.0759 0.8027 2.4656 0.1 -0.3 0.1
N 0.7889 0.8368 1.7326 -0.1 -0.4 -0.1
C -0.2924 1.3346 2.6270 -0.2 -0.1 0.3
C -1.6308 0.7102 2.3388 0.3 -0.5 0.0
C -2.7844 1.4593 2.2513 -0.2 0.1 -0.2
C -4.0196 0.8559 2.0281 0.2 0.1 0.1
C -4.0246 -0.5058 1.7039 -0.1 0.1 -0.2
C -2.8931 -1.2898 1.7159 0.5 0.0 0.1
C -1.6828 -0.7096 2.2201 -1.4 0.6 0.6
O -0.6682 -1.4466 2.6402 0.9 -0.5 0.0
C -2.8718 -2.7333 1.2278 0.1 -0.1 0.3
C -2.6924 -3.6889 2.4222 0.0 0.0 -0.1
C -1.7334 -2.9283 0.2019 -0.4 0.2 -0.1
C -4.1643 -3.1054 0.4980 0.1 0.0 0.0
C -5.3237 1.6380 2.0397 -0.1 0.1 -0.2
C -5.8075 1.7929 0.5877 0.0 0.0 0.1
C -6.3805 0.8835 2.8619 0.1 0.1 0.0
C -5.1564 3.0314 2.6542 0.0 -0.1 -0.1
C 0.9035 1.7057 0.5543 -0.1 0.2 0.0
C 1.7409 1.2087 -0.6068 0.0 0.2 0.2
C 2.2317 2.1669 -1.4487 0.0 0.0 0.2
C 2.9170 1.8538 -2.6305 0.0 -0.1 -0.1
C 3.1636 0.5028 -2.9155 0.0 0.0 0.0
C 2.7216 -0.5229 -2.1192 0.1 -0.1 -0.2
C 1.9557 -0.1887 -0.9251 0.0 0.0 0.0
O 1.4893 -1.1171 -0.2032 0.6 -0.3 -0.7
C 2.9480 -1.9796 -2.5211 0.0 -0.1 0.1
C 3.7076 -2.7291 -1.4120 -0.1 0.1 0.0
C 3.7805 -2.0835 -3.8018 0.0 0.1 0.1
C 1.5891 -2.6587 -2.7916 0.0 0.2 0.0
C 3.3221 2.9660 -3.5775 0.1 0.1 -0.1
C 4.3015 3.9124 -2.8637 -0.1 -0.1 0.0
C 2.0515 3.7342 -3.9848 0.0 -0.1 0.1
C 3.9974 2.4476 -4.8507 -0.1 0.0 0.1
H 2.9364 -2.9939 4.2726 0.0 0.0 0.0
H 2.6101 -3.6563 2.6542 0.0 0.0 0.1
H 1.3163 -2.8432 3.5437 -0.1 0.0 0.0
H 4.7495 -1.4348 3.3525 0.0 0.0 0.0
H 4.4066 -0.6721 1.7825 0.0 0.0 0.0
H 4.4798 -2.4320 1.9131 0.0 0.0 -0.1
H 3.0168 -0.1049 4.1689 -0.1 0.1 0.1
H 1.3442 -0.6350 3.8994 -0.1 0.0 0.0
H 2.8809 0.8052 1.7296 0.0 0.1 0.0
H 2.1541 1.7278 3.0506 0.1 0.1 -0.1
H -0.3666 2.4249 2.5510 0.1 0.0 0.0
H -0.0124 1.0928 3.6545 0.1 0.0 0.0
H -2.7098 2.5358 2.3427 0.0 0.0 0.1
H -4.9588 -0.9527 1.3885 0.0 0.0 0.0
H -1.7307 -3.5321 2.9039 0.0 0.0 0.0
H -2.7603 -4.7261 2.0829 0.0 0.0 0.0
H -3.4796 -3.5168 3.1586 0.0 0.0 0.0
H -0.7628 -2.5123 0.5388 -0.3 -1.0 -0.1
H -1.9966 -2.4554 -0.7442 0.1 0.0 0.0
H -1.5700 -3.9919 0.0242 0.2 0.0 0.0
H -5.0112 -3.1470 1.1846 0.0 0.0 0.0
H -4.0494 -4.0962 0.0534 0.0 0.0 0.0
H -4.3841 -2.3951 -0.3008 0.0 0.0 0.0
H -5.9190 0.8207 0.1068 0.0 0.0 0.0
H -5.0816 2.3653 0.0081 0.0 0.0 0.0
H -6.7689 2.3122 0.5603 0.0 0.0 0.0
H -6.6667 -0.0581 2.3931 0.0 0.0 0.0
H -7.2794 1.4964 2.9521 0.0 0.0 0.0
H -6.0079 0.6721 3.8661 0.0 0.0 0.0
H -4.5320 3.6725 2.0301 0.0 0.0 0.0
H -4.7160 2.9716 3.6516 0.0 0.0 0.0
H -6.1342 3.5077 2.7393 0.0 0.0 0.0
H 1.3086 2.6789 0.8664 0.0 0.0 -0.1
H -0.1071 1.8827 0.1738 0.0 0.0 0.0
H 2.0482 3.2056 -1.1997 0.0 0.0 0.0
H 3.7074 0.2609 -3.8139 0.0 0.0 0.0
H 4.6751 -2.2563 -1.2259 0.0 0.0 0.0
H 3.8857 -3.7603 -1.7227 0.0 0.0 0.0
H 3.1350 -2.7387 -0.4903 0.0 0.0 0.1
H 4.7576 -1.6107 -3.6809 0.0 0.0 -0.1
H 3.2649 -1.6332 -4.6522 0.0 0.0 0.0
H 3.9464 -3.1358 -4.0320 0.0 0.0 0.0
H 0.9995 -2.7392 -1.8842 -0.1 0.0 0.1
H 1.7495 -3.6624 -3.1891 0.0 0.0 0.0
H 1.0132 -2.0830 -3.5191 0.0 0.0 0.0
H 3.8540 4.3580 -1.9745 0.0 0.0 0.0
H 4.5894 4.7170 -3.5415 0.0 0.0 0.0
H 5.2016 3.3738 -2.5617 0.0 0.0 0.0
H 1.5845 4.2218 -3.1291 0.0 0.0 0.0
H 1.3197 3.0535 -4.4226 0.0 0.0 0.0
H 2.3020 4.4999 -4.7202 0.0 0.0 0.0
H 4.9242 1.9146 -4.6302 0.0 0.0 0.0
H 4.2487 3.2947 -5.4892 0.0 0.0 0.0
H 3.3328 1.7922 -5.4160 0.0 0.0 0.0
F -1.1040 -0.0278 -0.6962 -0.1 0.1 -0.4
As -2.0130 0.7692 -2.0683 0.1 0.0 0.4
F -3.4729 0.1250 -1.4130 0.1 0.0 0.0
F -1.7687 -0.6883 -2.9612 0.0 0.1 0.0
F -2.8313 1.5481 -3.3543 0.1 0.0 0.0
F -0.4634 1.3553 -2.5889 0.0 0.0 -0.1
F -2.1596 2.1605 -1.0323 0.0 -0.1 -0.1
```
Positions in Å, forces in eV/Å.

Computed properties:
⟨S²⟩: 3.82
Multiplicity: 4
Max |F| (Eh/bohr): 0.03220
Kohn-Sham gap (alpha / beta) (eV): 7.93 / 5.42
Energy (eV): -161400.316

=====

Entry 4:
Formula: C6H15F3N3
Source: the Open Molecules 2025 dataset
Level of theory: ωB97M-V/def2-TZVPD

```
27
Properties=species:S:1:pos:R:3:forces:R:3
C -0.1974 -1.0193 -0.5790 -1.2 -1.7 -1.2
C -0.6387 -2.0022 0.5207 -1.6 -0.6 -0.1
C -1.1647 0.0363 -1.1344 -0.8 -2.6 1.0
C -1.4141 -1.2642 1.6481 3.2 -2.1 -0.2
C -0.5387 0.9008 -2.1088 -2.0 2.2 -1.7
C 1.4946 2.3123 -0.7482 -0.1 -2.6 -0.6
N 0.2532 0.7378 -3.1178 0.8 -0.4 0.4
N 1.2340 3.5308 -0.5034 2.7 1.9 2.6
N -0.4262 -0.5981 2.4685 -0.9 1.7 -1.0
F -1.1997 2.0557 -2.1540 0.6 -0.3 -0.2
F 2.5784 1.8811 -0.0288 -0.8 1.0 -0.7
F 0.0664 1.4921 1.1374 -0.4 -0.5 0.8
H 0.7303 -0.5735 -0.4749 1.8 1.1 1.4
H 0.0566 -1.7354 -1.3526 -0.3 -0.1 -1.0
H -1.4048 -2.8033 0.1579 1.5 1.4 0.0
H 0.2991 -2.5588 0.7836 -1.0 0.4 0.4
H -2.1311 -0.5214 -1.4423 1.5 1.1 -0.6
H -1.5785 0.7326 -0.4300 0.3 0.3 0.8
H -2.0694 -1.9250 2.1720 -0.5 -0.3 0.4
H -1.8876 -0.4981 1.1666 -2.1 1.7 -1.0
H 0.8851 -0.0844 -2.9810 -0.5 1.1 -1.0
H 0.4493 1.5818 -3.7441 0.0 -1.9 1.3
H 1.8705 4.0150 0.1774 -0.9 -0.3 -0.6
H 0.4466 4.0524 -0.7732 -1.0 0.2 -0.8
H 0.3687 -1.1035 2.6575 2.1 -1.7 0.4
H -0.7983 -0.3325 3.3231 -0.9 0.7 2.0
H -0.0748 0.7255 1.8028 0.1 0.2 -0.7
```
Positions in Å, forces in eV/Å.

Computed properties:
Multiplicity: 1
Max |F| (Eh/bohr): 0.08176
Kohn-Sham gap (eV): 8.58
Energy (eV): -19079.358
Net charge: +1
ΔE to the lowest compared entry with this formula, charge and spin (kcal/mol): 39.0

=====

Entry 5:
Formula: C3H6P2S3
Source: the Open Molecules 2025 dataset
Level of theory: ωB97M-V/def2-TZVPD

```
14
Properties=species:S:1:pos:R:3:forces:R:3
C -1.1753 0.0497 0.0677 -4.2 0.2 -0.3
C -0.8205 1.0368 1.1429 2.3 -0.3 1.6
C -0.1495 -0.8058 -0.6278 -1.9 -0.7 -2.7
P 0.9149 0.1862 -1.8108 1.2 -1.7 -0.5
P 2.4352 0.6265 -0.3167 -1.4 1.7 1.2
S 0.4869 2.1763 0.6527 2.1 -0.6 -1.0
S 0.6662 -1.9437 0.3831 0.4 -1.8 0.8
S 2.4379 -1.0139 0.9535 -0.2 0.6 -0.5
H -1.9605 -0.6242 0.5978 1.2 0.7 -1.1
H -1.7720 0.5651 -0.7898 0.9 -0.6 1.5
H -1.5841 1.7569 1.5075 0.0 -1.0 -0.4
H -0.3833 0.4827 2.0550 -1.0 0.6 -1.2
H -0.8209 -1.4962 -1.4011 1.8 1.5 1.9
H 1.7252 -0.9963 -2.4140 -1.2 1.3 0.8
```
Positions in Å, forces in eV/Å.

Computed properties:
Multiplicity: 1
Max |F| (Eh/bohr): 0.08241
Kohn-Sham gap (eV): 7.61
Energy (eV): -54290.566
ΔE to the lowest compared entry with this formula, charge and spin (kcal/mol): 17.8

=====

Entry 6:
Formula: C13H16OSi
Source: the Open Molecules 2025 dataset
Level of theory: ωB97M-V/def2-TZVPD

```
31
Properties=species:S:1:pos:R:3:forces:R:3
C -3.5811 2.3437 0.3150 1.0 0.4 0.1
C -2.2619 2.7423 0.0319 -1.8 -1.9 0.4
C -3.9325 1.0259 0.3290 0.3 -1.5 -0.5
C -1.3492 1.7322 -0.1126 -0.1 -0.4 0.0
C -2.9777 0.0254 0.1414 0.4 -0.3 0.0
C -1.5587 0.3688 0.0314 -2.7 0.6 0.0
C -2.4185 -2.3899 -0.1374 -0.8 -1.1 2.3
C -0.9874 -1.8547 -0.3635 1.2 0.6 -0.1
C -3.4855 -1.3880 0.2580 2.3 -1.2 -0.3
C -0.4671 -0.6005 -0.0818 -2.8 -1.4 -1.1
C 2.0260 0.2350 -1.8775 -1.0 -1.3 -1.5
C 2.0925 -2.0317 0.3893 1.7 0.6 -1.0
C 2.2141 0.8258 1.1944 0.1 -2.6 -0.9
O -3.7598 -2.3161 -0.8097 2.6 1.5 -0.8
Si 1.4073 -0.2934 -0.1729 1.2 -1.3 1.1
H -4.3983 2.9089 0.6253 -0.8 2.0 0.0
H -1.8766 3.7005 -0.1281 -0.2 1.6 0.0
H -5.0004 0.7271 0.4104 0.9 0.3 0.2
H -0.4272 2.0479 -0.4731 2.0 0.4 -0.2
H -2.3576 -3.3985 0.4341 -0.1 1.8 -1.1
H -0.1834 -2.5652 -0.5558 -0.7 -0.6 0.1
H -4.1453 -1.6016 1.0576 -0.4 0.1 0.9
H 1.6214 -0.3717 -2.7739 0.4 0.7 1.6
H 1.8395 1.2557 -2.1490 -0.5 0.7 0.1
H 3.0954 0.1793 -1.9640 0.7 -0.4 0.3
H 1.9058 -2.9024 -0.2816 -0.1 0.6 0.6
H 3.2330 -1.8636 0.3232 -1.5 -0.4 0.3
H 1.8498 -2.2637 1.4442 0.0 0.1 -0.6
H 1.9502 0.4244 2.1430 -0.2 -0.9 0.9
H 3.2903 0.9602 1.2296 0.1 0.0 -0.6
H 1.7207 1.7068 1.2250 -1.2 3.4 -0.2
```
Positions in Å, forces in eV/Å.

Computed properties:
Multiplicity: 1
Max |F| (Eh/bohr): 0.07002
Kohn-Sham gap (eV): 8.54
Structure (SMILES): C[Si](C)(C)C1=C[C@@H]2O[C@@H]2c2ccccc21
Energy (eV): -23662.862
ΔE to the lowest compared entry with this formula, charge and spin (kcal/mol): 34.9

=====

Number 4 is which compound? C6H15F3N3

=====

What is the formula in the sixth record? C13H16OSi

=====

The lowest max |F| belongs to which entry? C5H8O